1.
C4H6O2 as an isolated structure, computed with the ωB97M-V functional and the def2-TZVPD basis.

The geometry in ORCA input format:
```
! wB97M-V def2-TZVPD RIJCOSX def2/J DEFGRID3
* xyz 0 1
O 2.792 -0.833 -0.233
O 0.587 -1.268 0.283
C -0.244 -0.229 -0.328
C 0.887 0.798 -0.016
C -1.639 -0.087 0.232
C 1.688 -0.479 0.044
H -2.136 0.726 -0.309
H 1.259 1.594 -0.669
H -2.231 -0.995 0.070
H 0.709 1.196 0.987
H -0.291 -0.486 -1.392
H -1.642 0.144 1.301
*
```

E_tot = -8339.6198 eV
highest occupied orbital energy = -10.557 eV
frontier orbital gap = 11.45 eV
energy above the lowest of the compared OMol25 structures with the same formula, charge and spin = 0.841 eV

=====

2.
C43H35F6N5O5S2SnTe as an isolated structure, computed with the ωB97M-V functional and the def2-TZVPD basis.

The geometry in ORCA input format:
```
! wB97M-V def2-TZVPD RIJCOSX def2/J DEFGRID3
* xyz 1 2
Te 0.171 1.291 -0.439
Sn -0.560 -1.796 0.215
S -1.418 -5.425 0.124
S -0.657 -4.254 2.270
F -3.836 -5.404 -0.910
F -3.157 -3.437 -0.351
F -3.829 -4.824 1.170
F 0.335 -5.461 4.383
F -1.717 -4.803 4.640
F -0.111 -3.352 4.603
O -1.675 -3.229 2.094
O -1.020 1.126 -3.255
O 0.674 -3.827 1.939
O -1.440 -6.620 -0.634
O -0.627 -4.320 -0.406
N -1.120 -5.626 1.670
N -0.982 -0.061 -1.309
N 1.430 -1.001 1.596
N 1.862 -1.537 -1.028
N -1.075 -0.143 2.080
C -2.348 3.264 -0.510
C -0.548 -4.514 4.094
C 2.126 -1.614 -2.319
C -3.012 -0.830 -4.150
C 2.544 -1.709 1.273
C -0.345 3.975 0.684
C -3.678 -1.897 -4.733
C 1.449 3.741 -3.851
C -0.138 0.061 3.030
C 1.010 3.687 1.287
C -3.172 -4.728 0.022
C -2.206 -3.437 -3.622
C -1.040 3.012 -0.078
C 1.859 0.559 4.927
C 3.345 -2.089 -2.820
C -3.279 -3.199 -4.468
C 2.192 -0.078 3.732
C 3.426 2.663 -3.030
C -1.786 1.131 4.434
C 2.794 3.426 -3.994
C 1.213 -0.402 2.784
C 4.020 -2.510 -0.552
C 1.339 2.333 -1.907
C -1.955 -1.066 -3.278
C 0.566 0.925 5.204
C 2.723 2.130 -1.950
C -2.191 5.516 0.405
C -1.543 -2.374 -3.031
C -2.886 4.524 -0.268
C 4.564 -2.975 1.753
C -0.452 0.711 4.245
C -3.210 2.250 -1.210
C 0.724 3.194 -2.811
C 2.799 -1.930 -0.136
C 3.504 1.501 -0.824
C 3.416 -2.312 2.183
C -2.717 0.904 3.457
C 4.278 -2.563 -1.938
C -2.791 6.880 0.588
C -2.315 0.251 2.286
C -0.932 5.209 0.907
C 4.907 -3.018 0.425
C -1.264 0.094 -2.639
H 4.290 0.844 -1.197
H -3.021 0.052 1.486
H 1.748 3.463 0.510
H 0.960 4.393 -4.562
H 1.351 -1.259 -2.990
H -3.307 0.191 -4.355
H -2.885 7.378 -0.378
H -3.744 1.215 3.581
H -4.232 2.305 -0.835
H -2.173 7.499 1.234
H 5.840 -3.467 0.111
H 3.162 -2.315 3.233
H 0.317 1.401 6.144
H -3.239 2.452 -2.282
H 2.869 0.941 -0.142
H -4.505 -1.707 -5.405
H 3.519 -2.091 -3.886
H -3.795 -4.032 -4.926
H 4.493 2.483 -3.098
H 1.369 4.546 1.848
H -2.062 1.621 5.359
H 2.640 0.757 5.649
H -0.394 5.954 1.482
H 5.214 -2.975 -2.293
H -0.328 3.415 -2.708
H -1.876 -4.449 -3.421
H -3.887 4.733 -0.629
H -2.834 1.245 -1.061
H 0.958 2.828 1.963
H -0.676 -2.581 -2.417
H 3.229 -0.294 3.521
H 3.354 3.802 -4.839
H 5.204 -3.446 2.487
H -3.791 6.811 1.016
H 3.991 2.296 -0.254
*
```

E_tot = -113940.6459 eV
highest occupied orbital energy (spin up / spin down) = -10.588 / -10.887 eV
frontier orbital gap (spin up / spin down) = 7.19 / 5.71 eV

=====

3.
C23H26FFeNO2SSi as an isolated structure, computed with the ωB97M-V functional and the def2-TZVPD basis.

The geometry in ORCA input format:
```
! wB97M-V def2-TZVPD RIJCOSX def2/J DEFGRID3
* xyz 0 5
Fe 1.832 -0.621 -1.148
S -1.110 -0.006 -0.567
Si 1.810 -1.628 1.768
F 1.249 1.656 -1.091
O -0.240 -0.707 -1.609
O 3.397 0.116 -2.353
N 1.749 -0.190 0.819
C -3.635 -0.599 0.313
C -1.985 2.559 -0.600
C 1.581 1.126 1.183
C -4.849 -2.564 -0.355
C 1.198 3.910 1.747
C -1.766 1.433 -1.375
C 0.372 -2.727 1.269
C -2.507 3.695 -1.206
C -2.525 2.557 -3.333
C -2.778 3.691 -2.566
C 4.926 -1.674 -2.317
C 3.365 -2.573 1.349
C 1.454 2.997 2.760
C 1.643 1.648 2.491
C 3.574 -1.091 -2.066
C -4.768 -1.391 0.387
C -2.016 1.415 -2.739
C -2.653 -2.159 -1.256
C -2.595 -0.992 -0.517
C 1.323 2.105 0.212
C 1.137 3.445 0.439
C 1.728 -1.439 3.626
C -3.796 -2.946 -1.172
H 0.948 4.102 -0.400
H -5.735 -3.182 -0.291
H 5.633 -0.903 -2.630
H -2.725 2.567 -4.397
H 3.363 -2.880 0.299
H 4.847 -2.442 -3.092
H 1.853 0.973 3.305
H 2.582 -0.890 4.028
H 0.319 -2.843 0.181
H -3.176 4.580 -3.037
H 5.272 -2.177 -1.413
H 4.253 -1.955 1.509
H 1.520 3.339 3.786
H -0.585 -2.318 1.607
H -3.857 -3.862 -1.745
H 1.062 4.961 1.962
H -5.589 -1.095 1.028
H -1.796 0.526 -3.316
H 1.734 -2.435 4.078
H -3.566 0.314 0.892
H -2.682 4.586 -0.618
H -1.722 2.561 0.452
H 0.815 -0.933 3.947
H 3.458 -3.474 1.962
H 0.475 -3.729 1.694
H -1.817 -2.439 -1.881
*
```

E_tot = -85675.6086 eV
highest occupied orbital energy (spin up / spin down) = -7.034 / -7.238 eV
frontier orbital gap (spin up / spin down) = 7.38 / 7.57 eV
energy above the lowest of the compared OMol25 structures with the same formula, charge and spin = 0.094 eV